{
  "formula": "C4H6N2O",
  "method": "ωB97M-V with the def2-TZVPD basis set",
  "elements": ["O", "N", "N", "C", "C", "C", "C", "H", "H", "H", "H", "H", "H"],
  "xyz": [[-0.60171, -1.72111, 0.22039], [1.16613, -0.89914, -0.76934], [-1.84913, 1.04420, -0.54580], [0.48919, 0.98812, 0.33433], [-0.22804, -0.84376, -0.66664], [-0.59031, 0.53693, -0.37944], [1.45071, -0.08457, 0.37262], [-2.56423, 0.34250, -0.68897], [0.36421, -1.23091, 1.05273], [-2.12527, 1.78116, 0.08784], [0.53865, 1.87240, 0.95974], [1.46454, -1.86128, -0.65260], [2.48525, 0.07548, 0.67514]],
  "forces_ev_per_angstrom": [[0.09, 0.07, 0.10], [-0.02, -0.17, 0.13], [-0.01, -0.06, 0.17], [-0.03, -0.05, 0.03], [-0.02, 0.10, 0.11], [0.05, 0.02, 0.00], [0.21, 0.29, -0.04], [0.06, 0.08, -0.03], [-0.21, -0.12, -0.21], [0.05, -0.09, -0.10], [-0.01, -0.15, -0.09], [0.00, 0.10, -0.03], [-0.16, -0.02, -0.04]],
  "gap_ev": 8.141,
  "e_lumo_ha": 0.0106,
  "e_above_lowest_kcal_mol": 112.7,
  "homo_energy_ev": -7.853
}



{
  "formula": "C19H20ClN4Re",
  "method": "ωB97M-V with the def2-TZVPD basis set",
  "elements": ["Re", "Cl", "N", "N", "N", "N", "C", "C", "C", "C", "C", "C", "C", "C", "C", "C", "C", "C", "C", "C", "C", "C", "C", "C", "C", "H", "H", "H", "H", "H", "H", "H", "H", "H", "H", "H", "H", "H", "H", "H", "H", "H", "H", "H", "H"],
  "xyz": [[0.13895, 0.12687, -0.92689], [-0.02462, -0.78628, -3.24281], [-0.24071, -1.63795, 0.08907], [0.19306, 0.98541, 0.96414], [-1.92200, 0.51961, -0.71583], [2.13696, 0.63371, -0.94468], [-2.21607, 1.20726, 0.41660], [4.82841, 0.96715, -0.42985], [-2.92518, 0.03580, -1.46697], [2.54824, 1.23548, 0.21625], [4.41126, 0.38611, -1.62291], [-3.51740, 1.39759, 0.82820], [-0.60369, -3.97800, 0.34126], [-1.04053, 1.85058, 1.10636], [3.88326, 1.39887, 0.49968], [-4.24957, 0.20329, -1.11655], [0.17354, -0.12625, 1.99915], [3.06425, 0.23807, -1.85068], [-0.16245, 0.96353, -2.81709], [-4.55271, 0.88794, 0.05062], [-0.45370, -3.84774, 1.71807], [-0.10511, -1.50043, 1.43280], [1.45039, 1.81666, 1.06882], [-0.19866, -2.59683, 2.26494], [-0.49067, -2.85663, -0.44352], [-3.72496, 1.95313, 1.73304], [0.68326, 1.49661, -3.24552], [-0.80495, -4.93703, -0.11454], [-2.64462, -0.50367, -2.36236], [5.88416, 1.09489, -0.22570], [2.68540, -0.21357, -2.75816], [-5.58196, 1.03165, 0.35245], [5.12093, 0.04900, -2.36552], [-5.02452, -0.20453, -1.75036], [-1.13006, 1.34353, -3.12523], [1.12999, -0.12869, 2.52206], [1.21761, 2.81217, 0.68695], [-0.07881, -2.47164, 3.33345], [1.75060, 1.93147, 2.11008], [4.19117, 1.87589, 1.42044], [-0.53693, -4.71423, 2.36159], [-0.59389, 0.10664, 2.73775], [-1.24120, 2.04485, 2.15966], [-0.59819, -2.89944, -1.51753], [-0.82825, 2.80913, 0.62925]],
  "forces_ev_per_angstrom": [[0.46, -0.17, -0.81], [0.08, 0.27, 0.15], [-0.27, 0.10, -0.07], [-0.01, 0.27, 0.30], [-0.01, 0.11, 0.42], [-0.13, 0.16, 0.30], [-0.03, 0.08, 0.01], [0.00, 0.00, -0.01], [-0.01, -0.06, -0.07], [0.08, 0.02, -0.02], [-0.01, 0.00, -0.01], [0.08, 0.02, -0.01], [0.00, 0.01, 0.02], [-0.01, -0.13, -0.05], [-0.07, 0.02, 0.00], [0.01, 0.00, 0.00], [-0.04, 0.03, -0.14], [0.03, -0.04, -0.08], [-0.16, -0.49, 0.05], [0.00, -0.01, -0.02], [0.01, 0.00, 0.00], [0.00, -0.07, -0.03], [-0.09, -0.07, 0.12], [0.00, 0.07, -0.02], [0.01, -0.06, -0.01], [0.00, 0.00, 0.01], [0.00, 0.04, 0.03], [0.00, 0.00, -0.02], [-0.03, -0.02, 0.01], [0.01, 0.00, 0.00], [0.03, -0.02, 0.01], [-0.01, 0.00, 0.00], [0.01, 0.01, 0.00], [-0.01, 0.01, 0.00], [0.00, -0.01, -0.04], [0.04, -0.06, -0.06], [0.01, 0.01, 0.00], [-0.01, -0.01, 0.01], [0.04, -0.01, 0.00], [0.01, 0.00, 0.01], [0.00, 0.00, 0.01], [0.04, 0.02, 0.04], [0.00, 0.03, 0.01], [-0.02, -0.02, 0.00], [-0.02, -0.01, -0.04]],
  "gap_ev": [7.247, 7.298],
  "e_lumo_ha": [-0.4356, -0.4262],
  "e_above_lowest_kcal_mol": 0.0,
  "total_charge": 3,
  "homo_energy_ev": [-19.102, -18.894],
  "spin_multiplicity": 2
}



{
  "formula": "C3H7NO2",
  "method": "ωB97M-V with the def2-TZVPD basis set",
  "elements": ["O", "O", "N", "C", "C", "C", "H", "H", "H", "H", "H", "H", "H"],
  "xyz": [[1.08549, -2.67269, -0.54638], [0.74856, -1.29691, 1.17598], [-1.18915, 0.34198, -0.59288], [-0.32063, 1.31876, -0.79414], [-0.16601, 2.40723, 0.06625], [0.83348, -2.52354, 0.61289], [0.66492, -3.37469, 1.27327], [0.15294, 3.38669, -0.26805], [-1.22612, 0.07174, 0.39255], [0.61062, -0.68286, 0.44693], [-1.07760, -0.45345, -1.22727], [-0.47878, 2.29178, 1.09754], [0.36227, 1.18596, -1.63671]],
  "forces_ev_per_angstrom": [[-0.35, 0.24, -0.18], [-0.80, -0.11, 0.67], [1.94, -0.72, 0.64], [0.61, 0.04, -0.94], [-0.45, -0.05, 0.55], [0.48, -0.45, -0.79], [0.06, 0.32, 0.54], [0.39, -0.24, -0.08], [-1.45, 0.13, 0.00], [0.83, -0.09, -0.13], [-0.44, 0.11, 0.11], [-0.18, 0.22, 0.06], [-0.65, 0.61, -0.43]],
  "gap_ev": [9.423, 6.452],
  "e_lumo_ha": [-0.1928, -0.3019],
  "e_above_lowest_kcal_mol": 23.1,
  "total_charge": 1,
  "homo_energy_ev": [-14.669, -14.667],
  "spin_multiplicity": 2
}



{
  "formula": "C6H15NO",
  "method": "ωB97M-V with the def2-TZVPD basis set",
  "elements": ["O", "N", "C", "C", "C", "C", "C", "C", "H", "H", "H", "H", "H", "H", "H", "H", "H", "H", "H", "H", "H", "H", "H"],
  "xyz": [[-0.78177, 0.67260, -2.53494], [0.37890, 2.55063, -3.15751], [1.92706, -2.31474, 0.84716], [0.96440, -3.07950, 1.73854], [-0.38200, 1.79660, -2.31472], [0.21429, -2.27525, 2.80574], [-2.26503, 2.32188, -0.87647], [-0.73357, 2.41336, -0.94198], [-2.78063, 3.01594, -1.53755], [1.41271, -3.89954, 2.31005], [2.90308, -2.78093, 0.87033], [0.60567, 3.48059, -2.83755], [-2.61716, 2.50627, 0.14603], [0.11252, -2.87649, 3.72137], [-2.68481, 1.34160, -1.08816], [1.83103, -1.25038, 1.12571], [-0.79641, -1.94788, 2.56873], [0.81168, 2.22281, -3.99844], [1.53057, -2.10378, -0.14691], [-0.48735, 3.47672, -0.90213], [0.77707, -1.44018, 3.23442], [-0.20294, 1.85390, -0.18008], [0.26269, -3.68423, 1.14837]],
  "forces_ev_per_angstrom": [[0.38, 0.01, -0.66], [-0.15, 0.70, 0.73], [-1.29, 1.26, 0.07], [-0.90, -1.11, 0.46], [0.26, -0.42, 0.84], [-0.05, -0.20, 1.17], [-0.58, -0.28, 1.40], [-0.96, 0.38, -1.78], [0.28, 0.21, -0.07], [0.79, 0.32, -0.23], [0.30, 0.58, -0.30], [0.14, -0.24, -0.24], [0.09, 0.35, -0.12], [-0.28, -0.24, -0.33], [0.50, -0.22, -0.27], [1.22, -0.31, 0.76], [0.11, 0.18, -0.35], [-0.20, -0.34, -0.15], [0.18, -1.19, -0.50], [0.36, -0.10, 0.18], [0.11, 0.25, -0.66], [-0.11, -0.06, 0.15], [-0.20, 0.49, -0.10]],
  "gap_ev": 10.536,
  "e_lumo_ha": 0.0302,
  "smiles": "CCC(N)=O.CCC",
  "e_above_lowest_kcal_mol": 25.9,
  "homo_energy_ev": -9.714
}